*a*
36
Properties=species:S:1:pos:R:3 method="wB97M-V/def2-TZVPD" charge=0 smiles=O.O.O.O.O.O.O.O.O.O.O.O e_lumo_ev=-0.96 e_homo_ev=-10.873
O -2.059 1.403 2.544
O -0.494 2.852 -0.526
O -0.579 -0.476 -1.793
O 0.250 0.388 1.071
O 5.762 -0.849 -1.570
O -4.302 -2.102 1.297
O -3.621 3.781 -1.741
O 2.250 2.557 0.380
O -1.816 -2.357 0.649
O -3.485 -2.414 -1.189
O 2.869 -2.269 -0.688
O 4.957 0.432 2.238
H -3.793 -1.508 -1.068
H -0.686 1.980 -0.889
H 1.017 -0.140 0.821
H 0.428 3.005 -0.760
H -1.265 0.052 -1.370
H -3.661 -1.566 0.818
H -0.419 0.152 0.418
H 4.398 -0.109 1.668
H -0.988 -1.899 0.835
H 4.696 1.336 2.032
H -2.552 0.824 1.951
H 2.479 1.626 0.275
H -4.394 4.096 -1.259
H 4.853 -0.994 -1.285
H -2.033 0.919 3.377
H -1.545 -3.143 0.162
H 2.055 2.853 -0.516
H -1.004 -1.325 -1.959
H -2.586 -2.403 -0.842
H -3.935 -2.992 1.264
H 5.863 -1.425 -2.336
H 2.625 -1.347 -0.544
H 3.787 -2.316 -0.400
H -3.070 3.376 -1.062



*b*
36
Properties=species:S:1:pos:R:3 method="wB97M-V/def2-TZVPD" charge=0 smiles=O.O.O.O.O.O.O.O.O.O.O.O e_lumo_ev=-0.16 e_homo_ev=-11.305
O -2.133 2.885 -3.398
O 1.813 -1.067 5.166
O -2.210 -3.626 -4.991
O -2.789 -6.267 0.761
O 4.971 1.655 2.753
O 0.828 5.780 -0.895
O 2.058 2.846 -5.952
O -2.927 -0.533 4.813
O -4.801 2.529 1.459
O 2.730 -5.014 1.710
O 4.568 0.710 -1.962
O -0.824 -1.016 -0.354
H 3.013 -5.714 2.299
H 2.166 -1.351 6.009
H -3.067 -6.205 1.675
H -0.913 -0.730 0.555
H -2.328 2.169 -2.794
H 2.886 -4.208 2.202
H 5.505 0.516 -1.937
H -4.512 3.428 1.303
H 2.246 3.739 -6.242
H -3.651 -0.818 5.371
H 0.880 -0.934 5.329
H 4.425 1.092 -2.828
H -3.323 0.093 4.207
H -5.474 2.374 0.796
H 4.274 1.293 3.300
H -2.989 3.172 -3.715
H 4.652 1.547 1.857
H -0.023 -0.593 -0.662
H -2.591 -2.768 -5.175
H -1.795 -3.526 -4.134
H 1.177 2.895 -5.580
H 0.297 5.936 -0.114
H -2.500 -5.382 0.538
H 0.361 5.091 -1.368



Name the least stable of them. *a*.



*a*
36
Properties=species:S:1:pos:R:3 method="wB97M-V/def2-TZVPD" charge=0 smiles=O.O.O.O.O.O.O.O.O.O.O.O e_lumo_ev=-0.34 e_homo_ev=-9.041
O 2.662 -0.522 2.916
O -3.368 -0.886 -0.011
O 0.290 -0.465 -0.330
O 1.318 3.431 1.722
O -1.030 -0.063 3.030
O 3.210 -1.640 -1.477
O 1.270 -2.480 -0.325
O 2.854 0.881 -2.439
O 4.287 0.026 -0.559
O -3.909 -2.780 0.112
O -4.176 1.423 -1.815
O -1.673 3.258 -0.647
H -0.546 -0.802 -0.670
H -4.120 2.214 -1.268
H -3.224 -0.903 -0.964
H -1.245 2.414 -0.462
H -4.741 -2.299 0.178
H -3.690 1.655 -2.614
H 3.372 -1.502 -0.537
H -1.770 0.260 2.504
H -2.598 3.106 -0.423
H 4.194 0.976 -0.697
H 5.163 -0.177 -0.906
H 2.282 -1.409 -1.592
H 0.970 -2.716 0.560
H 0.066 0.403 0.026
H 2.015 0.415 -2.526
H 0.954 2.627 2.108
H -4.214 -0.435 0.091
H 1.928 -0.005 3.265
H -3.964 -3.441 0.811
H -1.329 -0.919 3.355
H 3.058 0.051 2.250
H 3.518 0.190 -2.544
H 0.861 -3.141 -0.895
H 1.327 3.253 0.774



*b*
36
Properties=species:S:1:pos:R:3 method="wB97M-V/def2-TZVPD" charge=0 smiles=O.O.O.O.O.O.O.O.O.O.O.O e_lumo_ev=-0.15 e_homo_ev=-10.504
O -1.953 0.560 2.039
O 0.364 -0.818 -4.089
O 2.503 -0.251 -1.649
O -0.130 -1.456 2.403
O -1.287 1.067 -2.551
O -0.439 -0.297 -0.270
O 2.719 -1.477 1.541
O -3.148 -0.672 -0.487
O 0.960 1.367 1.169
O 0.603 1.091 3.936
O -0.898 3.012 0.287
O 0.346 -2.739 -2.140
H 2.484 -0.338 -0.676
H 0.135 -0.848 -0.785
H 0.633 -1.501 -3.525
H -1.034 1.171 -1.607
H -0.549 -1.988 1.737
H -0.961 3.603 0.986
H 2.140 0.635 -1.882
H 0.760 1.204 2.999
H 1.817 -1.433 1.807
H 1.335 0.588 4.224
H -2.815 0.541 2.404
H 0.453 -1.317 -4.912
H -1.228 3.563 -0.444
H -0.590 0.633 -3.004
H 0.275 2.072 1.045
H 1.762 1.916 0.982
H 0.862 -3.147 -1.458
H -0.568 -0.590 2.467
H -3.642 0.107 -0.667
H 3.159 -0.747 2.063
H -2.115 0.121 1.180
H 0.089 0.299 0.306
H 0.180 -3.403 -2.802
H -2.225 -0.529 -0.626



*c*
36
Properties=species:S:1:pos:R:3 method="wB97M-V/def2-TZVPD" charge=0 e_lumo_ev=-1.14 e_homo_ev=-8.417
O -16.547 -12.676 -0.508
O -13.593 -12.405 -0.475
O -18.958 -13.470 -0.658
O -14.609 -10.511 -1.195
O -14.951 -13.138 -1.884
O -16.907 -11.914 -2.703
O -15.710 -11.314 0.676
O -18.864 -11.276 -1.076
O -14.169 -12.760 1.509
O -15.802 -13.292 -3.931
O -16.193 -13.667 1.395
O -18.335 -13.749 -2.871
H -17.723 -13.036 -2.686
H -16.314 -11.389 -2.165
H -16.188 -11.242 1.502
H -15.502 -10.616 -0.865
H -13.530 -11.454 -0.561
H -18.040 -13.585 -0.415
H -16.061 -12.994 -4.803
H -16.409 -13.244 0.564
H -19.055 -12.526 -0.791
H -14.720 -10.278 -2.117
H -16.797 -13.276 2.027
H -17.600 -11.306 -2.961
H -15.077 -13.006 1.686
H -16.237 -12.685 -3.332
H -14.044 -12.954 0.580
H -14.650 -14.046 -1.860
H -14.105 -12.682 -1.234
H -16.041 -12.816 -1.308
H -16.049 -12.018 -0.022
H -15.180 -12.985 -2.800
H -17.918 -11.137 -1.119
H -18.556 -14.104 -2.010
H -14.806 -11.096 0.901
H -19.176 -11.078 -1.959



Name the least stable of them. *c*.



*a*
9
Properties=species:S:1:pos:R:3 method="wB97M-V/def2-TZVPD" charge=0 smiles="C=COC=O" e_lumo_ev=1.02 e_homo_ev=-9.574
O 0.132 2.328 0.227
O 0.361 0.099 0.686
C 0.014 -0.292 -0.537
C -0.321 -1.579 -0.691
C 0.338 1.427 0.987
H -0.111 -2.250 0.124
H -0.047 0.602 -1.222
H 0.453 1.522 2.082
H -0.820 -1.857 -1.656



*b*
9
Properties=species:S:1:pos:R:3 method="wB97M-V/def2-TZVPD" charge=0 e_lumo_ev="-0.11 / -0.05" e_homo_ev="-8.167 / -8.373"
O -1.236 -0.320 0.568
O -0.180 1.853 0.571
C -0.174 0.596 0.233
C -0.854 -1.071 -0.565
C 0.126 -0.200 -0.960
H -0.440 1.927 1.458
H 1.467 0.085 1.193
H 0.887 0.071 -1.806
H -1.332 -2.039 -0.787



*c*
9
Properties=species:S:1:pos:R:3 method="wB97M-V/def2-TZVPD" charge=0 e_lumo_ev="0.89 / 0.28" e_homo_ev="-7.658 / -6.896"
O 0.061 1.476 0.142
O 1.941 0.327 -0.414
C -0.951 1.016 -0.490
C -0.489 -0.382 -0.564
C 0.855 0.263 0.193
H 2.000 1.279 -0.634
H -0.278 -0.505 -1.723
H -1.228 -1.021 -0.346
H -1.862 1.571 -0.436



Name the least stable of them. *b*.



*a*
23
Properties=species:S:1:pos:R:3 method="wB97M-V/def2-TZVPD" charge=0 smiles="CC(C)N=C=NC(C)C" e_lumo_ev=0.89 e_homo_ev=-8.874
N 1.107 1.455 0.280
N -0.576 0.924 -1.298
C 1.883 -0.755 1.300
C 0.373 1.152 -0.576
C -1.081 -0.996 -2.802
C 1.825 1.468 2.558
C -2.634 -0.236 -1.009
C -1.203 -0.367 -1.424
C 1.160 0.592 1.482
H 1.724 -1.417 2.154
H -1.603 -0.210 -3.460
H 2.952 -0.672 1.101
H 1.402 -1.268 0.444
H -1.665 -1.927 -2.920
H -3.166 -1.162 -1.157
H 1.761 0.887 3.524
H -2.604 0.064 0.001
H 2.873 1.683 2.526
H -3.173 0.410 -1.704
H -0.770 -1.199 -0.754
H 0.144 0.275 1.871
H 1.275 2.393 2.872
H -0.003 -1.095 -3.009



*b*
23
Properties=species:S:1:pos:R:3 method="wB97M-V/def2-TZVPD" charge=0 e_lumo_ev=0.98 e_homo_ev=-7.311
N -1.761 -0.970 1.265
N 1.910 -0.895 -0.308
C -0.076 0.410 -1.004
C -0.557 -0.274 1.332
C -1.352 0.165 -1.812
C 0.554 -0.810 -0.379
C 0.831 1.375 -1.773
C -0.186 0.752 0.465
C 0.126 -0.393 2.670
H 1.681 1.719 -1.181
H 2.548 -0.121 -0.459
H 2.311 -1.704 0.133
H -1.095 -0.083 -2.845
H 0.592 1.415 0.825
H -1.924 -0.681 -1.436
H 1.167 -0.082 2.601
H -1.774 -1.896 1.668
H -0.390 0.226 3.408
H 1.216 0.892 -2.674
H -2.201 -0.943 0.358
H -1.985 1.058 -1.815
H 0.094 -1.421 3.036
H 0.270 2.262 -2.073



*c*
23
Properties=species:S:1:pos:R:3 method="wB97M-V/def2-TZVPD" charge=0 e_lumo_ev=0.95 e_homo_ev=-9.382
N -0.421 0.890 2.164
N -1.180 0.981 -1.774
C 0.237 -0.068 0.004
C -0.205 -1.296 -0.788
C -0.388 1.220 -0.535
C 1.765 0.042 -0.019
C -0.194 -0.172 1.530
C -0.999 1.701 -2.779
C -0.208 -1.538 2.159
H -0.635 0.776 3.154
H -1.093 -2.077 1.824
H -0.256 -1.462 3.246
H 2.234 -0.881 0.318
H 0.285 -2.196 -0.425
H 0.675 -2.113 1.892
H 0.380 1.986 -0.715
H -1.620 1.546 -3.654
H -1.283 -1.416 -0.735
H 0.080 -1.178 -1.832
H -0.271 2.524 -2.835
H -1.100 1.619 0.192
H 2.105 0.265 -1.028
H 2.095 0.847 0.636



*d*
23
Properties=species:S:1:pos:R:3 method="wB97M-V/def2-TZVPD" charge=0 smiles=Cc1c[nH]cn1.CCC e_lumo_ev=0.87 e_homo_ev=-8.653
N 2.418 -0.395 0.850
N 2.736 -0.996 -1.253
C 1.586 -1.593 -0.782
C -2.038 2.316 1.522
C -1.330 1.280 0.638
C 1.385 -1.246 0.526
C 3.197 -0.289 -0.260
C -2.119 0.697 -0.516
C 0.638 -2.269 -1.729
H -1.858 1.090 -1.509
H -1.298 2.898 2.072
H 1.196 -2.466 -2.645
H -2.658 1.822 2.263
H 0.481 -1.437 1.084
H -1.975 -0.368 -0.686
H -0.211 -1.650 -2.017
H -0.309 1.549 0.382
H -2.668 3.008 0.959
H -3.196 0.848 -0.398
H -1.198 0.447 1.340
H 2.764 -0.316 1.793
H 4.081 0.323 -0.302
H 0.377 -3.253 -1.333



Name the least stable of them. *b*.



*a*
23
Properties=species:S:1:pos:R:3 method="wB97M-V/def2-TZVPD" charge=0 smiles=CCc1c[nH]cn1.CC e_lumo_ev=0.81 e_homo_ev=-8.516
N -0.636 -1.093 -1.070
N -2.369 0.392 -0.550
C 0.161 -1.679 1.167
C -1.717 -0.425 -1.509
C -0.671 -0.789 0.320
C 1.373 2.534 0.072
C 1.677 -1.550 1.123
C -1.639 0.170 0.672
C 2.533 1.693 -0.487
H 0.783 2.187 0.889
H 2.173 -0.582 1.327
H 1.961 -1.740 0.085
H 2.142 -2.328 1.820
H 0.585 2.528 -0.590
H -3.085 1.133 -0.728
H 2.403 0.680 -0.026
H 1.803 3.464 0.158
H -0.167 -2.623 0.606
H -1.718 0.661 1.612
H 3.531 1.975 -0.067
H -1.932 -0.203 -2.474
H 2.441 1.661 -1.600
H -0.192 -1.633 2.180



*b*
23
Properties=species:S:1:pos:R:3 method="wB97M-V/def2-TZVPD" charge=0 smiles=Cc1c[nH]cn1.CCC e_lumo_ev=0.80 e_homo_ev=-8.582
N 1.259 1.676 1.426
N -0.045 3.016 0.261
C -0.454 -4.669 -0.371
C -1.222 -3.344 -0.641
C 0.508 2.081 -0.578
C -1.592 -2.646 0.670
C 0.314 2.179 -2.051
C 1.305 1.227 0.136
C 0.406 2.736 1.453
H -0.341 1.454 -2.539
H -2.628 -2.839 0.949
H -0.960 -2.995 1.484
H 0.119 3.276 2.336
H 1.269 2.093 -2.568
H -2.150 -3.599 -1.145
H 1.788 0.319 -0.181
H -0.641 -2.749 -1.341
H 0.137 -4.609 0.524
H 0.240 -4.834 -1.199
H -0.088 3.167 -2.278
H -1.132 -5.513 -0.250
H 1.451 1.183 2.284
H -1.453 -1.564 0.654



Name the least stable of them. *a*.



*a*
23
Properties=species:S:1:pos:R:3 method="wB97M-V/def2-TZVPD" charge=0 smiles=Cc1c[nH]cn1.CCC e_lumo_ev=0.87 e_homo_ev=-8.536
N -2.659 0.378 -1.477
N -1.509 -0.045 0.342
C -2.352 0.805 -0.279
C -1.188 -1.051 -0.550
C 2.338 1.883 1.244
C -1.903 -1.499 -2.951
C 2.174 0.423 0.849
C -1.977 -0.797 -1.640
C 1.406 -0.344 1.918
H 3.133 -0.070 0.676
H 2.892 2.000 2.178
H -0.513 -1.822 -0.225
H -0.927 0.213 1.128
H 2.796 2.385 0.393
H 1.404 2.384 1.516
H 1.672 -0.019 2.928
H 1.669 -1.403 1.985
H -2.901 -1.955 -3.063
H -1.820 -1.025 -3.928
H -1.169 -2.301 -2.901
H 0.325 -0.228 1.857
H 1.682 0.303 -0.119
H -2.576 1.782 0.117



*b*
23
Properties=species:S:1:pos:R:3 method="wB97M-V/def2-TZVPD" charge=0 smiles=Cc1c[nH]cn1.CCC e_lumo_ev=0.91 e_homo_ev=-8.728
N 0.343 -0.214 2.939
N -1.352 -1.611 2.868
C -0.942 0.276 -2.199
C -0.469 -2.002 1.866
C 0.090 2.565 -2.709
C 0.296 1.151 -2.128
C 0.588 -1.150 1.946
C 1.878 -1.213 1.196
C -0.813 -0.503 3.438
H 1.675 -1.553 0.172
H -1.029 -0.285 -3.124
H -2.319 -1.882 2.798
H -1.082 -0.283 -1.278
H 0.957 3.173 -2.430
H 2.597 -1.769 1.783
H 1.181 0.739 -2.601
H -1.260 -0.005 4.279
H -0.568 -2.994 1.454
H 0.601 1.354 -1.109
H -0.790 2.974 -2.213
H -1.822 0.926 -2.222
H 2.347 -0.244 1.059
H -0.106 2.552 -3.784



*c*
23
Properties=species:S:1:pos:R:3 method="wB97M-V/def2-TZVPD" charge=0 smiles=Cc1c[nH]cn1.CCC e_lumo_ev=0.87 e_homo_ev=-8.585
N -2.056 0.675 1.488
N -2.186 2.854 1.298
C -0.927 2.579 1.788
C 0.971 -1.838 -2.473
C 1.813 -0.592 -2.217
C -2.811 1.676 1.136
C -0.863 1.221 1.897
C 0.868 -2.768 -1.260
C 0.294 0.399 2.385
H -3.797 1.680 0.710
H 0.236 -3.592 -1.583
H -2.588 3.746 1.077
H 1.388 -2.414 -3.303
H -0.168 3.338 1.873
H 0.207 -2.281 -0.541
H 1.857 -3.040 -0.894
H 2.881 -0.794 -2.133
H 1.559 -0.189 -1.225
H -0.030 -1.527 -2.755
H 1.212 0.839 2.006
H 0.337 0.519 3.472
H 1.636 0.172 -2.981
H 0.167 -0.664 2.235



*d*
23
Properties=species:S:1:pos:R:3 method="wB97M-V/def2-TZVPD" charge=0 smiles=Cc1c[nH]cn1.CCC e_lumo_ev=0.88 e_homo_ev=-8.313
N -1.732 0.410 1.095
N -1.616 2.583 0.858
C 2.126 -0.962 -2.260
C 1.563 -2.249 -2.900
C 1.314 -3.232 -1.724
C 0.575 0.071 2.252
C -0.415 2.210 1.337
C -2.436 1.470 0.795
C -0.498 0.827 1.538
H 0.426 0.360 3.308
H 2.288 -1.135 -1.194
H 0.660 -2.750 -0.955
H 2.223 -3.771 -1.481
H 1.581 0.474 2.088
H 1.317 -0.214 -2.155
H -3.466 1.578 0.521
H 0.569 -1.006 2.292
H 2.317 -2.687 -3.557
H 0.368 2.911 1.585
H 0.430 -3.885 -1.804
H 0.727 -2.070 -3.582
H -1.798 3.489 0.461
H 3.054 -0.607 -2.727



Name the least stable of them. *d*.